Formula: C40H44B2F4N13O4P2SSe2Sm
Source: OMol25
Level of theory: ωB97M-V/def2-TZVPD

Geometry (Å):
Sm  1.593  0.944  -2.177
C  4.260  4.816  -1.373
C  3.406  3.588  -1.310
N  2.521  3.196  -2.179
O  2.439  3.969  -3.310
B  1.864  3.229  -4.422
F  0.764  2.384  -3.782
F  1.363  4.030  -5.330
O  2.689  2.118  -5.076
N  2.933  1.151  -4.152
C  3.946  0.441  -4.436
C  4.785  0.559  -5.635
C  4.296  -0.539  -3.397
N  3.734  -0.385  -2.289
O  4.082  -1.238  -1.277
B  4.572  -0.455  -0.119
F  4.877  -1.423  0.842
F  5.618  0.417  -0.449
O  3.466  0.409  0.489
N  3.129  1.439  -0.341
C  3.714  2.592  -0.188
C  4.695  2.975  0.840
C  5.232  -1.666  -3.624
H  3.838  5.558  -2.091
H  5.311  4.603  -1.653
H  4.292  5.220  -0.362
H  4.282  0.081  -6.511
H  5.749  0.194  -5.555
H  4.876  1.607  -5.938
H  4.305  3.834  1.333
H  5.684  3.312  0.583
H  4.869  2.254  1.661
H  6.244  -1.325  -3.318
H  5.173  -1.945  -4.663
H  4.930  -2.444  -2.951
Se  -4.502  -0.498  2.044
P  -3.488  1.274  1.858
C  -4.481  2.620  1.111
C  -3.959  3.765  0.594
C  -4.823  4.754  0.122
C  -6.220  4.646  0.221
C  -6.750  3.438  0.718
C  -5.884  2.449  1.118
C  -2.909  1.856  3.497
C  -1.564  2.120  3.803
C  -1.169  2.783  4.975
C  -2.142  3.050  5.935
C  -3.487  2.784  5.685
C  -3.846  2.215  4.441
C  -1.972  1.050  0.803
C  -1.164  -0.143  0.683
N  -0.137  0.170  -0.210
N  -0.274  1.476  -0.463
N  -1.383  1.968  0.059
P  -1.559  -1.849  0.976
Se  0.224  -2.888  -0.005
C  -1.493  -2.228  2.694
C  -1.416  -3.567  3.051
C  -1.363  -3.904  4.419
C  -1.434  -2.897  5.388
C  -1.410  -1.583  5.038
C  -1.329  -1.217  3.690
C  -2.917  -2.405  0.111
C  -3.841  -3.332  0.687
C  -4.692  -4.017  -0.190
C  -4.551  -3.879  -1.540
C  -3.750  -2.908  -2.105
C  -2.948  -2.100  -1.270
H  -2.864  3.902  0.547
H  -4.377  5.696  -0.135
H  -6.964  5.367  -0.078
H  -7.822  3.311  0.737
H  -6.220  1.496  1.375
H  -0.719  1.768  3.157
H  -0.132  2.997  5.240
H  -1.927  3.474  6.903
H  -4.211  3.178  6.406
H  -4.915  2.166  4.183
H  -1.380  -4.383  2.362
H  -1.354  -4.954  4.645
H  -1.562  -3.100  6.427
H  -1.309  -0.786  5.753
H  -1.149  -0.180  3.435
H  -3.826  -3.576  1.727
H  -5.360  -4.810  0.166
H  -5.160  -4.440  -2.229
H  -3.760  -2.763  -3.194
H  -2.347  -1.359  -1.746
N  -1.148  1.896  -6.036
C  -2.006  0.864  -5.899
N  -3.002  0.701  -6.820
N  -1.944  -0.071  -4.962
C  -1.031  -0.116  -4.063
N  -0.234  -0.427  -3.238
H  -1.182  2.603  -6.719
H  -0.421  2.048  -5.350
H  -3.186  1.363  -7.521
H  -3.683  -0.015  -6.629
C  3.695  -4.300  0.667
N  2.960  -4.429  1.952
C  2.941  -5.547  2.942
C  1.703  -5.225  3.803
N  1.426  -3.855  3.440
C  2.069  -3.524  2.295
S  1.772  -1.946  1.403
H  3.142  -3.522  0.089
H  3.764  -5.272  0.176
H  4.749  -4.073  0.808
H  3.807  -5.599  3.540
H  2.856  -6.490  2.373
H  1.937  -5.286  4.890
H  0.862  -5.914  3.595
H  0.614  -3.374  3.802

Its relative energy (zero: lowest compared OMol25 entry of this formula, charge and spin) is 53.44 kJ/mol. The highest occupied orbital energy is -0.443 Eh. The value obtained for the orbital gap is 0.240 hartree. The expectation value of S² is 8.76. Its charge is +2. The LUMO energy comes out at -0.2029 Eh. The spin multiplicity is 6.



Formula: C5H15N2
Source: OMol25
Level of theory: ωB97M-V/def2-TZVPD

Geometry (Å):
C  0.935  -0.677  0.803
N  0.576  -1.911  0.186
C  -0.540  -2.793  0.421
C  0.602  0.634  -0.068
N  -0.791  0.541  -0.716
C  -1.073  1.636  -1.705
C  0.775  1.831  0.792
H  1.905  -0.494  1.268
H  0.276  -0.594  1.684
H  1.391  -2.505  -0.030
H  -1.374  -2.154  0.774
H  -0.986  -3.353  -0.398
H  -0.246  -3.387  1.303
H  1.373  0.680  -0.836
H  -1.486  0.493  0.039
H  -0.643  -0.441  -0.958
H  -0.782  2.572  -1.230
H  -0.287  1.527  -2.444
H  -2.089  1.622  -2.079
H  1.820  2.132  0.891
H  0.314  2.787  0.506
H  0.330  1.854  1.797

Its relative energy (zero: lowest compared OMol25 entry of this formula, charge and spin) is 207.35 kJ/mol. The highest occupied orbital energy (spin up / spin down) is -0.748 / -0.756 Eh. The value obtained for the orbital gap (spin up / spin down) is 0.487 / 0.299 hartree. The expectation value of S² is 0.75. Its charge is +2. The LUMO energy (spin up / spin down) comes out at -0.2615 / -0.4563 Eh. The spin multiplicity is 2.



Formula: C6H16O
Source: OMol25
Level of theory: ωB97M-V/def2-TZVPD

Geometry (Å):
C  -1.589  0.006  -0.295
C  0.794  1.942  -0.851
C  -1.019  -1.273  -0.399
C  -2.101  0.777  -1.453
O  0.102  1.296  0.194
H  -1.942  0.327  0.675
H  1.824  1.568  -0.940
H  0.316  1.801  -1.829
H  0.828  3.015  -0.646
H  0.209  -1.081  0.021
H  -2.041  1.850  -1.274
H  -1.580  0.523  -2.377
H  -1.316  -1.990  0.363
H  -0.955  -1.702  -1.396
H  -3.158  0.520  -1.590
C  1.303  -1.214  2.177
C  1.597  -0.879  0.717
H  0.514  -1.970  2.257
H  0.953  -0.329  2.715
H  2.174  -1.604  2.713
H  1.960  -1.757  0.175
H  2.424  -0.161  0.646
H  0.704  0.335  0.397

Its relative energy (zero: lowest compared OMol25 entry of this formula, charge and spin) is 472.83 kJ/mol. The highest occupied orbital energy is -0.276 Eh. The value obtained for the orbital gap is 0.300 hartree. The LUMO energy comes out at 0.0240 Eh. The spin multiplicity is 1.



Formula: C23H45BeCl2F11GaLiNNaO8S
Source: OMol25
Level of theory: ωB97M-V/def2-TZVPD

Geometry (Å):
C  3.918  2.381  3.043
C  4.872  1.187  3.042
C  5.379  0.679  1.679
C  4.376  0.675  0.530
C  4.416  -0.603  -0.344
Ga  2.903  -1.799  0.312
C  2.928  -1.757  2.337
C  3.222  -3.815  -0.241
N  3.522  -4.611  0.928
C  1.133  -1.121  -0.481
C  0.749  0.082  0.382
C  -0.681  0.302  0.787
F  -1.600  -0.460  0.054
F  -0.993  1.584  0.460
C  -0.966  0.230  2.322
F  -2.080  0.976  2.545
F  0.035  0.810  2.991
S  -1.327  -1.489  3.055
F  -0.009  -1.524  3.823
F  -0.610  -2.178  1.805
F  -2.749  -1.365  2.171
F  -2.041  -0.802  4.273
F  -1.846  -2.864  3.498
H  3.736  2.703  4.062
H  4.275  3.212  2.439
H  2.944  2.130  2.629
H  4.386  0.389  3.589
H  5.758  1.505  3.593
H  5.680  -0.351  1.843
H  6.275  1.249  1.402
H  4.521  1.554  -0.108
H  3.377  0.732  0.961
H  5.359  -1.116  -0.152
H  4.379  -0.382  -1.408
H  2.692  -0.764  2.720
H  3.950  -1.948  2.662
H  2.246  -2.442  2.832
H  4.077  -3.839  -0.909
H  2.309  -4.176  -0.700
H  4.280  -4.192  1.454
H  2.736  -4.616  1.567
H  1.279  -0.853  -1.522
H  0.439  -1.957  -0.462
H  1.008  0.970  -0.185
H  1.358  0.114  1.280
Li  -3.271  -0.730  0.153
C  -5.494  -4.792  0.223
C  -4.300  -4.586  -0.692
O  -4.417  -5.674  -1.600
C  -5.719  -6.071  -1.626
O  -6.172  -6.840  -2.403
O  -6.418  -5.459  -0.638
H  -5.922  -3.866  0.598
H  -5.262  -5.441  1.068
H  -4.360  -3.651  -1.260
H  -3.348  -4.625  -0.167
Be  3.225  4.013  -0.480
C  -4.835  -5.966  -6.369
C  -4.026  -6.252  -5.105
C  -2.928  -7.159  -5.644
O  -2.698  -6.759  -6.998
C  -3.739  -5.881  -7.424
H  -5.437  -5.061  -6.311
H  -5.501  -6.805  -6.582
H  -3.592  -5.325  -4.721
H  -4.603  -6.713  -4.308
H  -3.245  -8.207  -5.642
H  -1.996  -7.080  -5.083
H  -3.331  -4.865  -7.490
H  -4.078  -6.181  -8.417
O  -2.705  3.835  0.015
H  -2.049  3.203  0.347
C  -1.893  6.045  -0.713
C  -1.879  6.876  0.534
O  -0.560  7.363  0.836
C  -0.155  8.424  0.154
O  -0.790  9.039  -0.662
O  1.100  8.701  0.529
C  1.692  9.792  -0.179
H  -1.061  5.165  -0.598
H  -2.872  5.614  -0.866
H  -1.621  6.605  -1.611
H  -2.168  6.263  1.385
H  -2.582  7.711  0.467
H  1.058  10.674  -0.139
H  1.876  9.513  -1.215
H  2.636  10.001  0.314
F  -0.049  -3.187  5.508
Na  5.764  4.053  1.021
C  1.601  5.637  3.129
Cl  0.689  4.134  2.995
Cl  2.866  5.544  4.372
H  2.069  5.840  2.175
H  0.918  6.436  3.387
F  -0.036  4.252  -0.827

The highest occupied orbital energy is -0.230 Eh. The value obtained for the orbital gap is 0.056 hartree. The LUMO energy comes out at -0.1732 Eh. The spin multiplicity is 1.



Formula: C37H48F41N2O14PSi2
Source: OMol25
Level of theory: ωB97M-V/def2-TZVPD

Geometry (Å):
C  0.282  5.326  -5.055
C  -1.152  5.827  -4.512
O  -1.149  6.928  -3.896
O  -2.351  5.084  -4.672
C  -3.015  5.046  -3.368
C  -4.090  3.866  -3.238
C  -3.540  2.434  -3.702
C  -3.294  1.463  -2.418
C  -2.344  0.267  -2.924
Si  -0.917  -0.147  -1.692
C  -1.736  -0.119  0.074
O  -1.876  1.225  0.635
N  -0.737  1.969  0.380
O  -0.193  2.089  1.446
O  -0.476  -1.801  -1.980
Si  0.841  -1.976  -3.084
F  1.677  -0.526  -3.445
C  0.186  -2.931  -4.601
C  0.538  -2.292  -6.027
O  -0.310  -2.995  -7.005
C  0.178  -0.735  -6.171
N  -0.064  -0.393  -7.629
C  2.130  -3.115  -2.173
P  3.699  -2.176  -1.732
O  3.420  -0.810  -1.061
O  4.757  -1.974  -3.062
O  4.593  -3.110  -0.583
H  0.175  4.469  -5.804
H  0.867  6.178  -5.527
H  0.846  4.969  -4.125
H  -3.581  6.034  -3.247
H  -2.221  5.033  -2.540
H  -4.406  3.850  -2.129
H  -5.011  4.147  -3.850
H  -2.513  2.593  -4.168
H  -4.237  1.872  -4.405
H  -2.843  2.128  -1.612
H  -4.341  1.116  -2.090
H  -1.965  0.507  -3.971
H  -3.006  -0.680  -2.953
H  0.170  0.815  -1.841
H  -1.046  -0.717  0.761
H  -2.791  -0.581  0.057
H  0.616  -4.000  -4.523
H  -0.953  -3.066  -4.478
H  1.617  -2.516  -6.367
H  -1.225  -2.735  -6.709
H  -0.718  -0.478  -5.518
H  1.109  -0.118  -5.877
H  0.239  0.600  -7.684
H  0.600  -0.931  -8.220
H  2.416  -3.986  -2.847
H  1.673  -3.447  -1.167
H  5.611  -2.428  -2.900
H  5.365  -2.517  -0.396
C  8.066  -3.674  -7.091
C  7.336  -4.520  -8.156
C  5.890  -4.121  -8.454
F  5.087  -4.238  -7.380
F  5.366  -4.934  -9.407
F  7.422  -5.827  -7.816
F  8.045  -4.387  -9.316
O  8.124  -4.208  -5.760
C  7.024  -3.964  -4.912
C  6.304  -5.252  -4.500
F  5.843  -5.931  -5.570
F  5.228  -4.973  -3.721
F  6.205  -3.062  -5.481
F  7.531  -3.362  -3.806
H  9.114  -3.638  -7.403
H  7.743  -2.630  -7.095
H  5.830  -3.095  -8.824
H  6.972  -5.914  -3.943
C  0.258  -1.594  4.416
C  -0.536  -2.430  3.390
C  -2.005  -2.047  3.207
F  -2.723  -2.196  4.336
F  -2.592  -2.848  2.278
F  -0.408  -3.743  3.696
F  0.085  -2.265  2.183
O  0.421  -2.149  5.729
C  -0.622  -1.933  6.655
C  -1.294  -3.238  7.099
F  -1.819  -3.909  6.053
F  -2.316  -2.984  7.953
F  -1.490  -1.036  6.155
F  -0.046  -1.339  7.727
H  1.279  -1.536  4.028
H  -0.080  -0.555  4.454
H  -2.106  -1.014  2.865
H  -0.579  -3.895  7.599
C  -1.296  2.349  6.857
C  -2.200  2.425  5.607
C  -2.251  3.780  4.901
F  -2.744  4.756  5.686
F  -3.070  3.716  3.820
F  -3.441  1.994  5.932
F  -1.710  1.515  4.712
O  -1.936  2.480  8.135
C  -2.160  3.786  8.620
C  -3.651  4.106  8.776
F  -4.310  3.995  7.604
F  -3.825  5.381  9.203
F  -1.507  4.674  7.848
F  -1.561  3.837  9.834
H  -0.889  1.334  6.872
H  -0.418  2.996  6.775
H  -1.261  4.082  4.551
H  -4.122  3.432  9.495
C  -6.369  -5.645  -3.090
C  -5.296  -6.232  -2.147
C  -4.441  -5.217  -1.387
F  -3.718  -4.429  -2.206
F  -3.546  -5.858  -0.593
F  -4.522  -7.097  -2.844
F  -5.958  -6.985  -1.219
O  -6.038  -5.563  -4.484
C  -5.322  -4.427  -4.916
C  -3.935  -4.783  -5.464
F  -3.178  -5.409  -4.539
F  -3.260  -3.664  -5.828
F  -5.278  -3.514  -3.928
F  -6.062  -3.873  -5.903
H  -7.208  -6.346  -3.061
H  -6.783  -4.706  -2.715
H  -5.057  -4.581  -0.746
H  -4.013  -5.439  -6.334
C  1.479  6.125  8.829
C  2.671  5.532  9.611
C  3.586  6.540  10.307
F  4.184  7.382  9.445
F  4.586  5.894  10.960
F  3.377  4.720  8.788
F  2.144  4.721  10.575
O  1.643  6.274  7.411
C  2.278  7.447  6.947
C  3.600  7.153  6.228
F  4.475  6.514  7.032
F  4.198  8.304  5.836
F  2.414  8.320  7.961
F  1.414  8.017  6.077
H  0.666  5.399  8.924
H  1.087  7.035  9.290
H  3.035  7.131  11.044
H  3.434  6.531  5.345

Its relative energy (zero: lowest compared OMol25 entry of this formula, charge and spin) is 357.45 kJ/mol. The highest occupied orbital energy is -0.351 Eh. The value obtained for the orbital gap is 0.331 hartree. The LUMO energy comes out at -0.0196 Eh. The spin multiplicity is 1.



Formula: C2H3O3S
Source: OMol25
Level of theory: ωB97M-V/def2-TZVPD

Geometry (Å):
C  2.920  0.279  -0.040
C  1.748  0.199  0.848
O  3.627  0.902  -0.721
O  2.548  -0.901  0.426
O  -2.338  -0.334  -0.618
S  -1.409  0.668  0.581
H  1.829  0.446  1.920
H  0.568  0.208  0.487
H  -2.881  0.357  -1.163

Its relative energy (zero: lowest compared OMol25 entry of this formula, charge and spin) is 378.50 kJ/mol. The highest occupied orbital energy is -0.099 Eh. The value obtained for the orbital gap is 0.234 hartree. Its charge is -1. The LUMO energy comes out at 0.1356 Eh. The spin multiplicity is 1.



Formula: C3H7N3S
Source: OMol25
Level of theory: ωB97M-V/def2-TZVPD

Geometry (Å):
H  1.872  -2.371  0.285
N  0.954  -1.717  0.205
C  1.455  -0.589  -0.312
N  0.732  0.528  -0.436
C  -0.235  0.921  0.474
C  -1.662  1.085  -0.033
N  -2.324  0.083  -0.411
S  -1.922  -1.546  -0.078
H  2.585  -0.350  -0.851
H  1.319  1.450  -0.798
H  -0.101  1.952  0.860
H  -0.147  0.182  1.392
H  -2.100  2.118  -0.114
H  -0.426  -1.748  -0.182

Its relative energy (zero: lowest compared OMol25 entry of this formula, charge and spin) is 389.85 kJ/mol. As for the SMILES: [H]/N=C/NC/C=N\S. The highest occupied orbital energy is -0.287 Eh. The value obtained for the orbital gap is 0.293 hartree. The LUMO energy comes out at 0.0059 Eh. The spin multiplicity is 1.



Formula: CH2CuFLiO2
Source: OMol25
Level of theory: ωB97M-V/def2-TZVPD

Geometry (Å):
O  -1.070  -0.964  -0.629
C  -0.223  -1.514  0.170
O  0.849  -0.985  0.512
Li  0.741  0.157  2.217
Cu  1.245  1.058  -0.606
H  -0.664  -2.295  0.810
H  -0.905  0.075  -0.663
F  -0.306  1.275  0.454

The highest occupied orbital energy is -0.530 Eh. The value obtained for the orbital gap is 0.342 hartree. Its charge is +1. The LUMO energy comes out at -0.1872 Eh. The spin multiplicity is 1.



Max |F|? In order: 2.933; 3.424; 1.338; 1.844; 4.566; 5.258; 6.112; 2.419 eV/A.